[1]
Density functional theory data (ωB97M-V/def2-TZVPD) for a molecular structure, C10H15IS2.

**HOMO (alpha / beta)**: -8.777 / -8.769 eV
**Max |F|**: 6.2 eV/A
**LUMO level (alpha / beta)**: -0.07873 / -0.07939 hartree
**E**: -40382.2202 eV
**ΔE to the lowest compared entry with this formula, charge and spin**: 32.99 kcal per mole

Atoms and positions in Å:
C -0.516 1.202 1.284
C -1.922 -0.622 0.413
C -1.264 1.201 -1.036
C 0.416 -1.111 1.118
C 1.229 0.733 -0.465
C -0.239 -1.054 -1.365
C -0.835 -0.240 1.422
C -0.031 1.489 -0.038
C -1.439 -0.327 -0.951
C 0.820 -0.749 -0.315
S 2.156 -1.847 -0.928
S 4.336 -1.581 0.848
I 5.160 0.549 0.166
H -1.291 1.921 1.479
H 0.418 1.400 1.990
H -2.273 -1.674 0.419
H -2.894 -0.155 0.699
H -2.213 1.790 -0.879
H -0.979 1.552 -2.043
H 1.364 -0.930 1.656
H 0.244 -2.147 1.355
H 1.345 0.884 -1.583
H 1.966 1.038 0.276
H -0.356 -2.169 -1.715
H 0.045 -0.686 -2.369
H -1.227 -0.486 2.462
H 0.339 2.569 -0.205
H -2.361 -0.551 -1.695


[2]
Density functional theory data (ωB97M-V/def2-TZVPD) for C10H15N in the gas phase.

**HOMO**: -9.916 eV
**Max |F|**: 4.6 eV/A
**LUMO level**: 0.02679 hartree
**E**: -12100.4012 eV
**ΔE to the lowest compared entry with this formula, charge and spin**: 61.17 kcal per mole
**SMILES string**: C=C1[C@@H](C)[C@@]1(C#N)CCCC

Atoms and positions in Å:
C -1.839 0.359 -1.584
C -1.190 -1.910 -1.247
C -1.038 -2.743 -2.272
C -1.578 -1.427 0.054
C -0.885 -0.455 -0.953
C -0.958 -1.916 1.335
C 1.885 2.912 1.518
C 0.496 0.057 -0.726
C 1.869 1.642 0.696
C 0.510 1.272 0.270
N -2.521 1.186 -2.064
H -0.620 -2.482 -3.311
H -1.370 -3.720 -2.139
H -2.613 -1.313 0.180
H -1.369 -2.980 1.648
H -1.227 -1.435 2.231
H 0.127 -2.063 1.290
H 1.680 3.791 1.027
H 2.867 3.168 2.000
H 1.128 2.754 2.260
H 1.065 -0.806 -0.339
H 1.000 0.230 -1.748
H 2.355 0.817 1.151
H 2.400 1.964 -0.256
H -0.149 0.953 1.134
H -0.023 2.146 -0.155


[3]
Density functional theory data (ωB97M-V/def2-TZVPD) for C10H15N3O2 in the gas phase.

**HOMO**: -8.950 eV
**Max |F|**: 5.4 eV/A
**LUMO level**: 0.02038 hartree
**E**: -19175.6968 eV
**ΔE to the lowest compared entry with this formula, charge and spin**: 104.33 kcal per mole
**SMILES string**: CC[C@]12N=NN3CCC[C@](C)(OC1=O)[C@@H]32

Atoms and positions in Å:
C 1.221 1.447 -0.732
C -2.457 -0.253 -1.413
C -2.317 0.849 -0.248
C -1.789 -1.557 -0.903
C -0.079 -0.274 0.355
C 1.474 0.051 -0.216
C -0.878 0.995 0.235
C -1.040 1.911 1.442
C 2.906 -1.581 0.895
C 2.654 -0.082 0.663
N 1.591 -0.829 -1.436
N 0.541 -1.516 -1.552
N -0.380 -1.251 -0.668
O 2.035 2.205 -1.131
O -0.043 1.761 -0.731
H -3.509 -0.575 -1.398
H -1.958 0.112 -2.277
H -2.570 1.690 -0.781
H -3.091 0.528 0.377
H -2.186 -1.934 0.050
H -1.689 -2.323 -1.774
H -0.067 -0.729 1.323
H -0.562 1.588 2.288
H -2.106 2.176 1.714
H -0.548 2.838 1.189
H 2.014 -2.113 1.525
H 3.805 -1.817 1.384
H 2.768 -2.076 -0.027
H 3.667 0.214 0.248
H 2.596 0.546 1.600


[4]
Density functional theory data (ωB97M-V/def2-TZVPD) for C10H15N3O3S in the gas phase.

**HOMO**: -8.833 eV
**Max |F|**: 4.9 eV/A
**LUMO level**: 0.00479 hartree
**E**: -32058.4525 eV
**ΔE to the lowest compared entry with this formula, charge and spin**: 83.26 kcal per mole
**SMILES string**: CCCSc1c(/C=N/O)c(=O)n(C)c(=O)n1C

Atoms and positions in Å:
O 2.594 -1.716 1.915
O -1.362 -3.317 0.515
N 2.102 0.912 -0.435
O 3.072 1.752 -0.920
S -0.928 1.594 0.559
C 1.541 -1.552 1.355
C -0.573 -2.386 0.780
C 0.974 -0.232 1.221
C -0.345 0.004 0.974
C 1.964 0.741 0.813
N 0.785 -2.611 0.825
N -1.198 -1.131 0.948
C 1.172 -3.955 1.232
C -2.642 -1.060 1.220
C -0.013 3.533 -2.098
C -1.258 1.419 -1.232
C -1.370 2.730 -1.817
H 3.619 1.338 -1.599
H 2.783 0.868 1.436
H 0.593 -4.541 0.572
H 2.261 -4.062 1.121
H 0.858 -4.182 2.296
H -3.133 -1.353 0.266
H -2.897 0.018 1.424
H -2.999 -1.797 2.071
H 0.436 3.386 -3.071
H -0.283 4.556 -1.985
H 0.747 3.173 -1.380
H -2.214 0.953 -1.449
H -0.448 0.814 -1.692
H -1.840 3.374 -1.127
H -1.996 2.729 -2.738